{
  "formula": "C4H3NOS2",
  "method": "wB97M-V/def2-TZVPD",
  "species": ["C", "C", "C", "N", "S", "C", "O", "S", "H", "H", "H"],
  "positions_angstrom": [[1.36, -1.81, 0.59], [0.38, -1.07, 0.36], [-0.23, 0.01, -0.17], [0.18, 0.72, -1.17], [1.08, 0.17, -2.41], [-1.22, 0.77, 0.63], [-1.54, 1.96, 0.17], [-1.92, 0.10, 1.97], [2.11, -2.57, 0.62], [1.74, -0.69, -1.53], [-1.94, 2.41, 0.95]],
  "homo_ev": -9.011,
  "orbital_gap_ev": 7.86,
  "smiles": "C#C/C(=N\\S)C(O)=S",
  "relative_energy_kj_mol": 353.8
}

=====

{
  "formula": "C6H16NO",
  "method": "wB97M-V/def2-TZVPD",
  "species": ["C", "O", "C", "C", "C", "C", "C", "N", "H", "H", "H", "H", "H", "H", "H", "H", "H", "H", "H", "H", "H", "H", "H", "H"],
  "positions_angstrom": [[-2.59, 0.50, 0.53], [0.73, 2.45, 0.18], [-1.51, -0.44, -0.03], [-0.15, 0.14, 0.46], [1.03, -0.25, -0.50], [2.43, 0.28, -0.15], [1.04, -1.74, -0.96], [-1.81, -1.79, 0.06], [-2.45, 0.32, 1.60], [-2.39, 1.58, 0.33], [0.97, 3.39, 0.11], [-1.51, -0.16, -1.12], [-0.24, 1.19, 0.33], [0.00, -0.32, 1.49], [0.72, 0.27, -1.44], [2.23, 1.25, 0.36], [3.07, 0.36, -1.03], [2.84, -0.45, 0.57], [0.46, -1.89, -1.89], [0.62, -2.36, -0.14], [2.04, -2.22, -0.97], [-3.65, 0.29, 0.27], [-2.77, -1.92, 0.41], [0.90, 1.52, 1.53]],
  "homo_ev": -14.440,
  "total_charge": 1,
  "orbital_gap_ev": 5.64,
  "relative_energy_kj_mol": 1048.4
}

=====

{
  "formula": "C3H4FIO",
  "method": "wB97M-V/def2-TZVPD",
  "species": ["C", "C", "C", "O", "F", "I", "H", "H", "H", "H"],
  "positions_angstrom": [[0.02, -1.86, -0.57], [0.23, 1.56, 0.49], [1.07, 0.56, 0.15], [0.18, -2.98, -0.26], [1.69, 0.35, -1.00], [-2.57, 0.08, -0.68], [-1.51, -1.27, -0.14], [-0.25, 1.63, 1.45], [0.12, 2.33, -0.19], [1.01, -0.39, 0.76]],
  "homo_ev": -9.278,
  "orbital_gap_ev": 8.44,
  "relative_energy_kj_mol": 219.3
}

=====

{
  "formula": "C31H49F6N5O4P2RbS2",
  "method": "wB97M-V/def2-TZVPD",
  "species": ["Rb", "C", "C", "C", "P", "C", "C", "C", "C", "C", "C", "C", "C", "C", "N", "C", "C", "C", "C", "C", "C", "P", "C", "C", "C", "C", "C", "C", "H", "H", "H", "H", "H", "H", "H", "H", "H", "H", "H", "H", "H", "H", "H", "H", "H", "H", "H", "H", "H", "H", "H", "H", "H", "H", "H", "H", "H", "H", "H", "H", "H", "H", "H", "H", "F", "C", "F", "F", "S", "O", "O", "N", "S", "O", "O", "C", "F", "F", "F", "C", "N", "C", "C", "N", "N", "C", "C", "H", "H", "H", "H", "H", "H", "H", "H", "H", "H", "H", "H", "H"],
  "positions_angstrom": [[-0.38, -0.80, 0.02], [1.78, -1.97, -2.91], [2.70, -0.74, -2.83], [2.39, 0.20, -3.99], [2.39, 0.12, -1.21], [3.73, 1.41, -1.11], [3.29, 2.75, -1.71], [5.10, 0.97, -1.63], [3.05, -1.10, -0.01], [3.83, -2.20, -0.33], [4.20, -3.15, 0.62], [3.73, -2.99, 1.93], [2.97, -1.90, 2.28], [2.63, -0.89, 1.34], [1.87, 0.20, 1.63], [1.87, 0.75, 2.88], [3.03, 0.77, 3.71], [3.02, 1.33, 4.96], [1.86, 1.92, 5.48], [0.73, 1.96, 4.67], [0.71, 1.41, 3.38], [-0.75, 1.46, 2.28], [-0.94, 3.28, 1.90], [-0.61, 4.30, 2.98], [-0.05, 3.54, 0.67], [-2.23, 1.05, 3.37], [-2.85, 2.10, 4.29], [-1.93, -0.24, 4.14], [1.97, -2.53, -3.83], [0.73, -1.66, -2.94], [1.90, -2.65, -2.07], [3.74, -1.06, -2.91], [1.39, 0.64, -3.88], [2.41, -0.35, -4.94], [3.11, 1.02, -4.07], [3.80, 1.55, -0.02], [3.27, 2.72, -2.80], [3.99, 3.55, -1.42], [2.29, 3.02, -1.35], [5.10, 0.90, -2.72], [5.38, 0.00, -1.22], [5.87, 1.70, -1.35], [4.17, -2.35, -1.35], [4.80, -4.00, 0.34], [3.96, -3.74, 2.67], [2.59, -1.81, 3.29], [3.94, 0.33, 3.32], [3.92, 1.32, 5.56], [1.84, 2.34, 6.47], [-0.16, 2.43, 5.06], [-1.99, 3.39, 1.61], [0.44, 4.22, 3.28], [-1.22, 4.20, 3.88], [-0.76, 5.31, 2.59], [0.99, 3.30, 0.91], [-0.09, 4.60, 0.38], [-0.35, 2.93, -0.17], [-2.98, 0.81, 2.61], [-2.20, 2.33, 5.14], [-3.79, 1.72, 4.69], [-3.06, 3.03, 3.76], [-1.18, -0.07, 4.91], [-1.55, -1.02, 3.48], [-2.84, -0.62, 4.62], [-1.21, -5.38, 2.78], [-0.12, -5.10, 2.07], [0.85, -4.73, 2.89], [0.26, -6.19, 1.41], [-0.44, -3.73, 0.89], [-0.88, -2.62, 1.70], [0.77, -3.56, 0.14], [-1.63, -4.41, 0.08], [-2.33, -3.52, -1.00], [-2.99, -4.30, -2.00], [-1.53, -2.38, -1.40], [-3.77, -2.75, -0.13], [-3.44, -1.77, 0.73], [-4.58, -2.21, -1.05], [-4.45, -3.67, 0.54], [-4.24, 3.34, -1.04], [-3.70, 2.20, -1.79], [-3.76, 0.97, -1.02], [-2.46, 2.45, -2.39], [-1.43, 1.80, -2.00], [-2.47, 3.42, -3.37], [-3.68, 3.79, -4.09], [-1.21, 3.77, -3.98], [-3.71, 3.47, -0.08], [-5.30, 3.16, -0.83], [-4.15, 4.26, -1.61], [-4.81, 0.72, -0.84], [-3.25, 1.06, -0.05], [-3.29, 0.16, -1.57], [-0.59, 1.98, -2.53], [-4.48, 3.09, -3.84], [-3.51, 3.75, -5.16], [-4.02, 4.80, -3.84], [-0.66, 2.89, -4.32], [-0.56, 4.33, -3.29], [-1.39, 4.41, -4.84]],
  "homo_ev": -3.510,
  "total_charge": -1,
  "orbital_gap_ev": 5.50,
  "relative_energy_kj_mol": 137.1
}

=====

{
  "formula": "C35H22Cl5N2O7PS2TeW",
  "method": "wB97M-V/def2-TZVPD",
  "species": ["W", "O", "S", "O", "O", "C", "C", "C", "C", "C", "C", "P", "C", "C", "C", "C", "C", "C", "C", "C", "C", "C", "C", "C", "H", "H", "H", "H", "H", "H", "H", "H", "H", "H", "H", "H", "H", "H", "Cl", "C", "C", "Cl", "C", "Cl", "C", "O", "C", "O", "C", "Cl", "Cl", "C", "C", "C", "C", "C", "C", "C", "O", "O", "H", "H", "H", "H", "S", "C", "N", "C", "C", "C", "N", "H", "H", "H", "H", "Te"],
  "positions_angstrom": [[0.63, -1.40, -0.68], [1.32, -2.14, 1.23], [-0.05, -2.34, 1.87], [-0.42, -3.66, 2.25], [-0.93, -1.63, 0.91], [0.04, -1.29, 3.27], [-0.29, -1.77, 4.52], [-0.22, -0.91, 5.61], [0.17, 0.40, 5.41], [0.51, 0.86, 4.14], [0.47, 0.01, 3.04], [1.03, 0.59, 1.37], [2.77, 0.91, 1.75], [3.18, 2.03, 2.48], [4.52, 2.25, 2.73], [5.48, 1.35, 2.27], [5.08, 0.24, 1.55], [3.74, 0.02, 1.29], [0.20, 2.20, 1.26], [0.83, 3.31, 0.69], [0.14, 4.51, 0.58], [-1.18, 4.60, 1.01], [-1.81, 3.49, 1.55], [-1.12, 2.30, 1.68], [-0.60, -2.80, 4.63], [-0.47, -1.26, 6.60], [0.22, 1.09, 6.25], [0.80, 1.89, 4.02], [2.45, 2.75, 2.82], [4.82, 3.13, 3.29], [6.53, 1.53, 2.47], [5.82, -0.46, 1.18], [3.45, -0.85, 0.71], [1.85, 3.24, 0.34], [0.63, 5.37, 0.14], [-1.71, 5.54, 0.91], [-2.84, 3.55, 1.86], [-1.63, 1.43, 2.07], [-0.68, -7.30, -3.77], [-0.75, -5.66, -3.27], [-1.41, -4.72, -4.05], [-2.14, -5.18, -5.54], [-1.46, -3.38, -3.65], [-2.19, -2.16, -4.62], [-0.88, -3.02, -2.44], [-0.87, -1.79, -1.92], [-0.19, -3.95, -1.68], [0.43, -3.42, -0.63], [-0.12, -5.28, -2.08], [0.76, -6.39, -1.11], [0.14, 5.50, -5.71], [0.34, 4.28, -4.50], [1.61, 3.99, -4.03], [1.77, 3.01, -3.06], [0.65, 2.34, -2.58], [-0.62, 2.64, -3.06], [-0.79, 3.62, -4.02], [0.81, 1.28, -1.55], [1.91, 1.15, -0.99], [-0.14, 0.43, -1.37], [2.46, 4.52, -4.43], [2.75, 2.76, -2.68], [-1.47, 2.10, -2.66], [-1.77, 3.87, -4.40], [-3.18, 0.62, -0.26], [-3.63, -0.97, -0.32], [-3.81, -1.59, -1.53], [-4.16, -2.89, -1.67], [-4.36, -3.64, -0.56], [-4.18, -2.96, 0.68], [-3.86, -1.72, 0.80], [-3.58, -1.05, -2.35], [-4.25, -3.25, -2.69], [-4.64, -4.68, -0.61], [-4.33, -3.51, 1.60], [2.43, -1.66, -2.35]],
  "homo_ev": [-7.915, -7.915],
  "orbital_gap_ev": [6.59, 6.00],
  "relative_energy_kj_mol": 128.3
}

=====

{
  "formula": "C39H45N6O9",
  "method": "wB97M-V/def2-TZVPD",
  "species": ["C", "N", "C", "C", "C", "C", "C", "C", "C", "C", "N", "C", "C", "C", "H", "H", "H", "H", "H", "H", "H", "H", "H", "H", "H", "H", "H", "H", "C", "N", "C", "C", "C", "C", "C", "C", "C", "C", "N", "C", "C", "C", "H", "H", "H", "H", "H", "H", "H", "H", "H", "H", "H", "H", "H", "H", "C", "N", "C", "C", "C", "C", "C", "C", "C", "C", "N", "C", "C", "C", "H", "H", "H", "H", "H", "H", "H", "H", "H", "H", "H", "H", "H", "H", "O", "C", "O", "O", "H", "O", "C", "O", "O", "H", "O", "C", "O", "O", "H"],
  "positions_angstrom": [[1.86, -0.85, -2.63], [1.12, -2.02, -2.82], [-0.21, -1.96, -2.76], [-1.00, -3.11, -2.82], [-0.33, -4.39, -2.98], [1.03, -4.39, -2.93], [1.78, -3.23, -2.82], [-1.08, -5.68, -3.19], [-2.28, -5.96, -2.50], [-3.09, -7.06, -2.80], [-2.65, -7.92, -3.75], [-1.48, -7.70, -4.39], [-0.67, -6.65, -4.10], [-3.39, -9.16, -4.00], [1.27, 0.04, -2.86], [2.71, -0.90, -3.31], [2.01, -0.77, -1.56], [-0.68, -1.00, -2.60], [-2.07, -3.17, -2.69], [1.64, -5.28, -2.98], [2.85, -3.22, -2.65], [-2.64, -5.22, -1.79], [-4.04, -7.28, -2.34], [-1.25, -8.45, -5.13], [0.22, -6.40, -4.65], [-3.72, -8.97, -5.02], [-4.27, -9.25, -3.36], [-2.74, -10.03, -3.83], [-1.71, 4.73, 5.30], [-2.46, 4.00, 4.35], [-1.81, 3.13, 3.56], [-2.55, 2.26, 2.74], [-3.98, 2.27, 2.79], [-4.56, 3.22, 3.61], [-3.77, 3.99, 4.46], [-4.82, 1.45, 1.91], [-4.45, 1.26, 0.56], [-5.26, 0.49, -0.27], [-6.38, -0.07, 0.25], [-6.74, 0.06, 1.53], [-6.00, 0.85, 2.43], [-7.38, -0.85, -0.60], [-2.23, 5.65, 5.56], [-0.75, 5.01, 4.85], [-1.55, 4.03, 6.12], [-0.73, 3.14, 3.47], [-1.93, 1.57, 2.18], [-5.63, 3.14, 3.75], [-4.20, 4.57, 5.26], [-3.60, 1.76, 0.12], [-4.96, 0.14, -1.24], [-7.67, -0.41, 1.81], [-6.33, 0.96, 3.46], [-7.74, -1.68, 0.01], [-6.91, -1.14, -1.54], [-8.19, -0.15, -0.79], [1.71, -1.02, 3.13], [2.71, -0.21, 2.61], [3.57, -0.71, 1.73], [4.57, 0.13, 1.15], [4.79, 1.43, 1.63], [3.81, 1.96, 2.46], [2.81, 1.11, 2.98], [5.88, 2.24, 1.18], [5.80, 3.62, 1.01], [6.79, 4.41, 0.49], [7.94, 3.77, 0.12], [8.08, 2.45, 0.21], [7.07, 1.71, 0.74], [9.06, 4.58, -0.50], [1.39, -1.76, 2.40], [0.77, -0.52, 3.36], [2.15, -1.48, 4.01], [3.47, -1.69, 1.30], [5.24, -0.31, 0.42], [3.83, 3.01, 2.71], [2.09, 1.43, 3.73], [4.85, 4.10, 1.19], [6.69, 5.46, 0.25], [9.00, 1.99, -0.13], [7.20, 0.64, 0.86], [9.93, 3.97, -0.72], [9.39, 5.29, 0.26], [8.63, 5.09, -1.36], [-0.10, 3.35, 0.47], [0.63, 4.14, 1.24], [1.84, 4.11, 1.23], [0.06, 5.08, 1.89], [0.62, 2.74, 0.29], [-1.38, 0.42, -0.89], [-0.54, 0.17, 0.17], [-1.01, -0.46, 1.17], [0.61, 0.61, 0.11], [-0.71, 0.97, -1.31], [-1.41, 3.73, -3.72], [-0.40, 2.90, -3.55], [0.75, 3.30, -3.27], [-0.61, 1.68, -3.72], [-2.15, 3.11, -3.72]],
  "homo_ev": -10.627,
  "total_charge": 3,
  "orbital_gap_ev": 2.24
}